{"formula": "C6H12O2", "method": "ωB97M-V/def2-TZVPD", "symbols": ["O", "C", "C", "C", "O", "H", "H", "H", "H", "H", "H", "C", "C", "C", "H", "H", "H", "H", "H", "H"], "positions_angstrom": [[0.603, 0.401, -0.436], [1.891, 0.750, -0.026], [2.362, -0.036, 1.185], [1.412, -0.584, 2.155], [2.042, -1.406, 1.197], [0.396, -0.613, -0.499], [1.867, 1.817, 0.228], [2.621, 0.615, -0.840], [3.364, 0.215, 1.528], [1.723, -0.735, 3.184], [0.351, -0.427, 1.994], [-1.664, -1.317, -0.867], [-2.103, -0.095, -0.538], [-2.268, 1.033, -1.496], [-1.784, -2.146, -0.186], [-1.643, -1.620, -1.904], [-2.267, 0.151, 0.504], [-1.507, 1.791, -1.304], [-2.154, 0.694, -2.523], [-3.240, 1.513, -1.357]], "forces_ev_per_angstrom": [[-0.90, -1.99, -0.25], [0.38, -0.50, 0.13], [-0.13, 0.70, -0.03], [-0.25, 0.46, 0.31], [0.24, -0.81, -0.44], [1.04, 2.69, 0.31], [0.02, -0.13, -0.03], [-0.04, 0.01, 0.10], [0.01, -0.10, -0.02], [0.02, -0.05, -0.02], [0.02, 0.01, 0.02], [-1.94, 0.01, -0.06], [0.63, -0.47, -0.18], [0.10, 0.11, 0.11], [0.55, 0.01, 0.41], [0.44, 0.16, -0.27], [-0.10, -0.10, 0.12], [0.01, 0.02, 0.01], [-0.09, 0.02, -0.09], [-0.01, -0.06, -0.12]], "smiles": "OC[C@H]1CO1.C=CC", "gap_ev": 10.61, "de_lowest_ev": 3.367, "multiplicity": 1, "lumo_energy_ev": 1.058, "total_charge": 0}